Here is a molecular structure, C16H20F4LaN3O6S at a distorted geometry from the OMol25 dataset. Energies are from wB97M-V/def2-TZVPD.

Each line ends with the Mulliken charge.
Positions of all 51 atoms, in Å:
La  -0.191  -0.706  0.005  1.00
C  0.110  2.386  2.552  -1.13
C  0.519  2.693  1.130  -0.72
N  -0.241  1.960  0.101  1.24
C  -1.697  2.266  0.162  -0.78
C  -2.066  3.742  0.090  -1.49
C  0.320  2.264  -1.238  -1.30
C  1.682  1.630  -1.485  -0.82
N  1.608  0.185  -1.273  -0.16
C  2.683  -0.616  -1.564  0.35
C  2.533  -2.013  -1.468  0.08
F  1.297  -2.492  -1.116  -0.15
C  3.543  -2.921  -1.651  -0.23
F  3.265  -4.224  -1.493  -0.31
C  4.809  -2.516  -2.010  -0.47
C  4.987  -1.159  -2.156  -0.01
F  6.193  -0.686  -2.503  -0.31
C  3.978  -0.238  -1.946  0.71
F  4.289  1.067  -2.088  -0.33
H  0.811  2.861  3.239  0.48
H  0.137  1.313  2.745  0.03
H  -0.893  2.746  2.796  0.30
H  1.568  2.439  0.996  0.30
H  0.437  3.768  0.934  0.42
H  -2.090  1.829  1.082  0.32
H  -2.161  1.728  -0.658  0.46
H  -1.675  4.318  0.932  0.30
H  -3.154  3.835  0.113  0.46
H  -1.717  4.208  -0.835  0.31
H  0.423  3.345  -1.379  0.36
H  -0.382  1.889  -1.987  0.40
H  2.436  2.099  -0.852  0.42
H  1.963  1.873  -2.512  0.56
H  5.614  -3.220  -2.169  0.51
O  -4.197  -1.356  -0.970  -0.57
C  -2.916  -1.498  -0.476  1.13
O  -2.007  -0.642  -1.047  -0.69
C  -2.514  -2.945  -0.710  -0.91
O  -1.372  -3.240  0.112  -0.32
C  -1.808  -3.263  1.483  -0.78
C  -2.094  -1.838  1.889  0.95
O  -2.626  -1.743  3.191  -0.53
O  -2.995  -1.233  0.966  -0.50
H  -4.452  -0.432  -0.843  0.38
H  -2.220  -3.058  -1.747  0.37
H  -3.350  -3.603  -0.481  0.32
H  -1.000  -3.647  2.094  0.33
H  -2.698  -3.886  1.594  0.34
O  -0.490  -1.469  4.636  -0.59
S  -1.334  -0.752  3.696  0.42
N  -0.867  -1.044  2.122  -0.11

Output
Gap between HOMO and LUMO in eV: 8.104
Spin multiplicity: 1
ΔE to the lowest compared entry with this formula, charge and spin in kJ/mol: 225.6
LUMO level in eV: 0.18

Here is a single C24H24BrN3O3 molecule at a distorted geometry from the OMol25 dataset. Energies are from wB97M-V/def2-TZVPD.

Each line ends with the Mulliken charge.
Positions of all 55 atoms, in Å:
C  0.375  -2.412  2.717  -0.56
O  0.950  -1.129  2.343  -0.46
C  0.036  -0.063  1.991  0.46
C  -1.413  -0.424  1.740  -0.23
C  -2.277  0.472  1.254  -1.01
C  -1.876  1.863  1.342  0.07
C  -0.566  2.058  1.746  -0.07
C  0.339  1.171  1.813  -0.59
H  1.348  1.360  2.054  0.48
H  -0.046  3.145  1.507  0.09
N  -2.737  3.195  0.958  -0.50
H  -2.338  3.999  0.938  0.30
C  -3.355  2.740  -0.457  -0.27
C  -2.308  3.396  -1.348  0.33
O  -2.117  4.431  -1.868  -0.61
N  -1.579  2.258  -1.655  -0.36
N  -1.680  0.842  -1.402  0.38
C  -0.820  0.102  -1.546  -0.82
C  -0.880  -1.133  -1.375  0.02
C  -2.295  -1.719  -1.052  -0.37
C  -2.505  -3.106  -0.964  -0.63
C  -1.479  -3.837  -0.571  -0.31
C  -0.081  -3.317  -0.801  -0.91
C  0.067  -2.035  -0.963  1.31
O  1.348  -1.330  -1.482  -0.47
C  2.585  -2.206  -0.854  -0.83
C  3.622  -1.415  -0.661  -0.18
C  3.633  -0.243  0.428  -0.97
C  4.504  0.508  0.756  0.33
C  5.626  0.621  -0.228  0.37
C  5.634  -0.040  -1.470  -0.71
C  4.594  -1.118  -1.723  -1.07
H  4.672  -1.685  -2.452  0.80
H  6.393  -0.174  -2.168  0.40
Br  6.932  1.890  -0.043  -0.16
H  4.618  1.389  1.549  0.22
H  2.831  -0.502  1.014  0.42
H  2.762  -2.950  -1.346  1.23
H  2.293  -2.699  0.123  0.26
H  0.647  -3.975  -0.649  0.64
H  -1.417  -5.058  -0.349  0.21
H  -3.596  -3.424  -0.526  0.23
H  -3.199  -1.141  -1.272  0.29
H  0.154  0.304  -1.975  0.50
H  -0.765  2.614  -2.364  0.26
C  -4.398  3.821  -0.367  -1.62
H  -5.103  3.597  0.553  0.36
H  -4.058  4.762  -0.290  0.45
H  -5.111  3.843  -1.365  0.28
H  -3.829  1.958  -0.455  1.05
H  -3.317  0.497  1.167  0.70
H  -1.856  -1.343  1.788  0.57
H  0.060  -2.823  1.653  0.16
H  1.265  -3.068  3.041  0.19
H  -0.288  -2.468  3.565  0.36

Output
Gap between HOMO and LUMO in eV: 7.465
Spin multiplicity: 1
ΔE to the lowest compared entry with this formula, charge and spin in kJ/mol: 2013.2
LUMO level in eV: -0.45
Structure (SMILES): COc1ccc(N[C@@H](C)C(=O)N/N=C/c2ccccc2OCc2ccc(Br)cc2)cc1

Here is a single C4H10O2 molecule from the OMol25 dataset. Energies are from wB97M-V/def2-TZVPD.

Each line ends with the Mulliken charge.
Positions of all 16 atoms, in Å:
C  2.950  -0.188  -0.149  -0.70
O  1.709  0.438  -0.347  -0.30
C  0.653  -0.266  0.259  -0.41
C  -0.644  0.444  -0.096  -0.42
O  -1.698  -0.466  0.100  -0.30
C  -2.936  0.035  -0.332  -0.70
H  3.694  0.375  -0.717  0.24
H  3.238  -0.196  0.913  0.29
H  2.938  -1.229  -0.512  0.30
H  0.598  -1.299  -0.121  0.31
H  0.791  -0.319  1.351  0.28
H  -0.790  1.340  0.528  0.28
H  -0.582  0.772  -1.145  0.31
H  -3.704  -0.671  -0.010  0.25
H  -3.160  1.018  0.110  0.29
H  -2.975  0.127  -1.429  0.28

Output
Gap between HOMO and LUMO in eV: 10.969
Spin multiplicity: 1
ΔE to the lowest compared entry with this formula, charge and spin in kJ/mol: 159.4
LUMO level in eV: 1.11
Structure (SMILES): COCCOC

Here is a single C22H27FN4O4 molecule at a distorted geometry from the OMol25 dataset. Energies are from wB97M-V/def2-TZVPD.

Each line ends with the Mulliken charge.
Positions of all 58 atoms, in Å:
C  -7.115  -0.187  -2.129  -1.20
C  -6.257  -0.566  -0.981  -0.18
C  -4.972  -0.244  -0.652  0.35
C  -4.760  -0.940  0.567  0.35
N  -5.834  -1.611  0.916  -0.71
O  -6.766  -1.382  -0.043  -0.12
N  -3.638  -0.984  1.365  -0.12
C  -2.457  -0.337  1.132  0.77
O  -2.262  0.373  0.173  -0.63
C  -1.422  -0.604  2.212  -1.15
C  -0.101  0.068  1.843  -0.51
C  0.416  -0.583  0.572  0.53
O  0.439  -1.801  0.451  -0.85
N  0.815  0.235  -0.421  0.65
C  0.972  1.636  -0.281  -0.66
C  1.992  2.141  0.516  0.13
C  2.144  3.509  0.612  0.14
C  1.324  4.409  -0.061  0.73
C  0.315  3.873  -0.850  -0.90
C  0.135  2.507  -0.965  -0.58
H  -0.669  2.105  -1.561  0.52
H  -0.345  4.543  -1.381  0.31
C  1.546  5.882  0.069  -1.47
H  1.636  6.162  1.117  0.33
H  2.476  6.163  -0.425  0.30
H  0.729  6.438  -0.382  0.37
F  3.132  3.991  1.399  -0.37
H  2.662  1.485  1.049  0.58
C  1.171  -0.329  -1.715  -1.11
H  1.001  0.422  -2.486  0.58
C  2.656  -0.732  -1.731  0.56
O  3.494  -0.117  -2.358  -0.70
N  2.896  -1.809  -0.970  -0.09
H  2.122  -2.211  -0.451  0.31
C  4.219  -2.329  -0.703  -0.13
C  4.264  -3.850  -0.956  -0.88
H  5.079  -4.113  -1.629  0.31
C  4.437  -4.514  0.419  -0.62
H  3.839  -5.418  0.515  0.36
H  5.483  -4.780  0.577  0.29
C  4.029  -3.437  1.423  -0.45
H  4.439  -3.617  2.416  0.45
H  2.942  -3.385  1.502  0.08
C  4.568  -2.163  0.784  -0.70
H  5.651  -2.112  0.904  0.36
H  4.132  -1.255  1.199  0.18
H  3.332  -4.163  -1.425  0.31
H  4.899  -1.773  -1.352  0.53
H  0.544  -1.206  -1.893  0.44
H  0.628  -0.090  2.640  0.32
H  -0.253  1.136  1.697  0.29
H  -1.268  -1.683  2.289  0.40
H  -1.793  -0.232  3.169  0.58
H  -3.734  -1.573  2.181  0.26
H  -4.274  0.378  -1.167  0.53
H  -6.574  0.488  -2.784  0.31
H  -7.408  -1.075  -2.686  0.31
H  -8.021  0.300  -1.773  0.31

Output
Gap between HOMO and LUMO in eV: 9.477
Spin multiplicity: 1
ΔE to the lowest compared entry with this formula, charge and spin in kJ/mol: 11.9
LUMO level in eV: 0.58
Structure (SMILES): Cc1cc(NC(=O)CCC(=O)N(CC(=O)NC2CCCC2)c2ccc(C)c(F)c2)no1

Here is a single C25H26N2O6S molecule from the OMol25 dataset. Energies are from wB97M-V/def2-TZVPD.

Each line ends with the Mulliken charge.
Positions of all 60 atoms, in Å:
C  6.577  1.573  -1.751  -0.97
H  6.454  2.653  -1.882  0.37
H  7.629  1.351  -1.574  0.24
H  6.248  1.053  -2.656  0.36
O  5.899  1.107  -0.610  -0.42
C  4.544  1.259  -0.537  0.60
C  3.791  1.826  -1.553  -0.10
C  2.404  1.922  -1.455  -0.57
C  1.783  1.485  -0.299  -0.27
C  2.525  0.906  0.726  0.02
C  3.915  0.776  0.629  0.49
O  4.575  0.134  1.646  -0.47
C  5.840  0.613  2.059  -0.81
H  5.980  0.229  3.070  0.29
H  6.640  0.243  1.415  0.23
H  5.868  1.705  2.078  0.35
O  1.762  0.450  1.773  -0.51
C  2.279  0.447  3.093  -0.91
H  2.963  -0.388  3.254  0.24
H  2.789  1.385  3.318  0.37
H  1.406  0.346  3.738  0.31
H  0.722  1.585  -0.149  0.74
N  1.711  2.496  -2.521  -0.08
C  0.414  2.351  -2.936  -0.15
O  -0.022  3.070  -3.810  -0.66
C  -0.381  1.261  -2.304  0.14
C  -1.632  1.535  -1.810  -0.71
C  -2.389  0.527  -1.185  -0.40
N  -3.586  0.853  -0.661  -0.64
C  -4.279  -0.066  -0.054  0.89
C  -3.853  -1.414  0.089  0.47
C  -2.634  -1.758  -0.430  0.57
C  -1.853  -0.789  -1.103  0.94
C  -0.593  -1.052  -1.671  -0.73
C  0.131  -0.052  -2.254  -0.32
H  1.099  -0.261  -2.683  0.40
H  -0.204  -2.058  -1.630  0.47
S  -1.973  -3.412  -0.203  -0.15
C  -1.490  -3.260  1.560  -0.63
C  -0.801  -1.932  1.766  0.58
O  -1.346  -0.970  2.242  -0.60
O  0.453  -1.946  1.347  -0.46
H  0.880  -1.062  1.460  0.49
H  -2.380  -3.327  2.184  0.34
H  -0.810  -4.088  1.743  0.54
C  -4.808  -2.338  0.766  -1.52
C  -6.188  -2.161  0.123  -0.85
C  -6.689  -0.708  0.194  -0.57
C  -5.585  0.288  0.576  -1.05
H  -5.440  0.270  1.660  0.34
H  -5.863  1.302  0.291  0.32
H  -7.098  -0.424  -0.777  0.29
H  -7.496  -0.623  0.924  0.31
H  -6.900  -2.829  0.610  0.39
H  -6.109  -2.472  -0.921  0.38
H  -4.482  -3.375  0.661  0.49
H  -4.862  -2.096  1.832  0.35
H  -2.045  2.530  -1.866  0.52
H  2.240  3.148  -3.089  0.25
H  4.270  2.181  -2.450  0.48

Output
Gap between HOMO and LUMO in eV: 8.242
Spin multiplicity: 1
ΔE to the lowest compared entry with this formula, charge and spin in kJ/mol: 0.0
LUMO level in eV: 0.13
Structure (SMILES): COc1cc(NC(=O)c2ccc3c(SCC(=O)O)c4c(nc3c2)CCCC4)cc(OC)c1OC

Here is a single C3H6N2O molecule from the OMol25 dataset. Energies are from wB97M-V/def2-TZVPD.

Each line ends with the Mulliken charge.
Positions of all 12 atoms, in Å:
C  1.375  0.372  0.638  -0.85
N  0.454  0.625  -0.417  -0.16
C  -0.486  -0.178  -0.826  0.65
N  -0.530  -1.511  -0.879  -0.40
C  -0.972  0.987  -0.037  -0.22
O  -1.171  0.822  1.266  -0.50
H  1.807  -0.631  0.567  0.18
H  2.137  1.148  0.698  0.19
H  -0.169  0.539  1.531  0.35
H  -1.363  -1.983  -1.188  0.22
H  0.324  -2.048  -0.829  0.22
H  -1.404  1.859  -0.524  0.31

Output
Gap between HOMO and LUMO in eV: 7.970
Spin multiplicity: 1
ΔE to the lowest compared entry with this formula, charge and spin in kJ/mol: 480.5
LUMO level in eV: 0.55

Here is a gas-phase ion, C9H15N2 (charge +1) at a distorted geometry from the OMol25 dataset. Energies are from wB97M-V/def2-TZVPD.

Each line ends with the Mulliken charge.
Positions of all 26 atoms, in Å:
C  -0.886  -2.846  0.664  -0.67
C  -0.157  -1.723  0.551  -0.20
C  -2.207  -2.535  -0.044  0.79
C  -3.297  -3.317  -0.247  -1.01
C  -0.291  0.273  -0.776  0.99
C  -1.143  1.388  -1.073  -1.16
C  2.923  1.275  0.946  -1.26
C  1.134  0.551  -0.767  -1.10
C  1.413  1.372  0.537  -0.81
N  -2.064  -1.255  -0.451  -0.54
N  -0.849  -0.748  -0.136  0.49
H  -0.759  -3.813  1.205  0.37
H  0.948  -1.498  0.735  0.28
H  -4.298  -2.886  -0.547  0.23
H  -3.313  -4.331  -0.046  0.32
H  -1.212  1.656  -2.175  0.34
H  -2.321  1.360  -0.853  0.31
H  -0.691  2.329  -0.704  0.31
H  2.959  0.249  1.431  0.29
H  3.602  1.546  0.135  0.34
H  3.080  1.992  1.772  0.39
H  1.383  1.210  -1.645  0.38
H  1.774  -0.347  -0.858  0.48
H  1.263  2.345  0.257  0.50
H  0.731  1.288  1.307  0.68
H  -2.904  -0.800  -0.933  0.28

Output
Gap between HOMO and LUMO (alpha / beta) in eV: 6.925 / 6.928
Spin multiplicity: 1
Charge: +1
ΔE to the lowest compared entry with this formula, charge and spin in kJ/mol: 353.1
LUMO level (alpha / beta) in eV: -4.80 / -4.79
Structure (SMILES): C=c1cc/[n+](=C(/C)CCC)[nH]1

Here is a molecular structure, C3H3OPm at a distorted geometry from the OMol25 dataset. Energies are from wB97M-V/def2-TZVPD.

Each line ends with the Löwdin spin population.
Positions of all 8 atoms, in Å:
C  -3.154  0.027  -0.865  0.00
C  -2.639  1.142  -0.811  0.00
H  -3.794  -0.788  -1.166  0.00
H  -2.355  2.138  -1.117  0.00
C  -1.221  -0.488  0.974  0.31
O  -1.201  0.290  1.994  0.21
Pm  -0.561  -1.590  3.306  3.42
H  -0.559  -0.237  0.112  0.05

Output
Gap between HOMO and LUMO (alpha / beta) in eV: 6.983 / 6.766
Spin multiplicity: 5
Charge: +2
<S²>: 6.48
LUMO level (alpha / beta) in eV: -10.43 / -10.54

Question: Which value of spin multiplicity does entry 1 give?
Answer: 1